Density functional theory data (ωB97M-V/def2-TZVPD) for C6H9N in the gas phase.

As for the largest force on an atom: 0.0081 Eh/bohr. The energy above the lowest of the compared OMol25 structures with the same formula, charge and spin is 3.182 eV.

```
16
Properties=species:S:1:pos:R:3:nbo_charge:R:1
C -1.406 0.936 -0.786 -0.602
C -0.304 0.057 -0.205 -0.033
C 0.336 -1.059 -0.979 -0.050
C -0.894 -0.855 0.926 -0.584
C 1.692 -0.964 -0.598 -0.482
C 1.938 0.209 0.113 0.137
N 0.809 0.876 0.327 -0.545
H -2.164 0.297 -1.247 0.234
H -1.045 1.642 -1.540 0.217
H -1.893 1.507 0.018 0.201
H -1.930 -1.091 0.674 0.225
H -0.851 -0.336 1.884 0.206
H -0.362 -1.807 1.015 0.241
H 2.460 -1.704 -0.795 0.217
H 2.882 0.598 0.492 0.209
H 0.741 1.788 0.754 0.410
```

=====

Density functional theory data (ωB97M-V/def2-TZVPD) for 2 unconnected molecules or ions with the total composition C2H5FSi in a non-equilibrium geometry.

As for the largest force on an atom: 0.0627 Eh/bohr. The energy above the lowest of the compared OMol25 structures with the same formula, charge and spin is 5.096 eV.

```
9
Properties=species:S:1:pos:R:3:nbo_charge:R:1
C -1.866 0.859 -0.248 -0.628
C -1.013 -0.047 0.153 0.250
F -1.425 -1.225 0.701 -0.385
Si 1.982 -0.523 0.058 0.791
H -1.526 1.786 -0.679 0.220
H -2.942 0.728 -0.147 0.216
H 2.250 -0.098 -1.305 -0.156
H 2.331 0.444 1.089 -0.153
H 2.210 -1.923 0.376 -0.154
```

=====

Density functional theory data (ωB97M-V/def2-TZVPD) for 11 unconnected molecules or ions with the total composition C38H105N7O12 in a non-equilibrium geometry.

As for the largest force on an atom: 0.0315 Eh/bohr. The energy above the lowest of the compared OMol25 structures with the same formula, charge and spin is 0.000 eV. Its SMILES is COC[C@H](C)N.COC[C@H](C)N.COC[C@H](C)N.COC[C@H](C)N.COC[C@H](C)N.COC[C@H](C)N.COCCNCCOC.CCO.CCO.CCO.CCO.

```
162
Properties=species:S:1:pos:R:3:lowdin_charge:R:1
C -0.733 21.030 12.759 -0.090
C -1.745 19.913 12.938 -0.332
O -3.011 20.453 13.219 -0.084
H -0.773 21.734 13.592 0.078
H -0.989 21.633 11.882 0.055
H 0.299 20.695 12.633 0.058
H -1.405 19.365 13.825 0.107
H -1.638 19.198 12.113 0.087
H -3.527 20.615 12.403 0.038
C 0.966 19.919 9.895 -0.085
C 1.680 21.197 9.509 -0.281
O 0.878 22.272 10.047 -0.096
H 1.420 19.069 9.371 0.074
H -0.064 19.972 9.543 0.048
H 0.945 19.848 10.980 0.045
H 1.696 21.305 8.417 0.098
H 2.727 21.259 9.821 0.111
H 0.711 22.847 9.273 0.034
C -1.602 18.663 6.799 -0.070
C -1.436 17.172 6.516 -0.316
O -0.838 17.067 5.220 -0.079
H -0.629 19.131 6.641 0.080
H -2.056 18.827 7.771 0.047
H -2.252 19.023 6.000 0.064
H -2.419 16.696 6.624 0.102
H -0.770 16.659 7.219 0.097
H -0.750 16.120 5.062 0.082
C -2.546 21.045 9.401 -0.080
C -4.008 20.708 9.525 -0.288
O -4.449 20.842 10.880 -0.123
H -2.287 20.970 8.339 0.059
H -1.879 20.301 9.842 0.036
H -2.261 22.031 9.761 0.086
H -4.266 19.700 9.171 0.098
H -4.612 21.321 8.844 0.096
H -5.297 20.326 10.882 0.031
C -8.161 21.335 7.653 -0.101
O -8.763 20.538 6.650 -0.220
C -9.793 21.181 5.914 -0.216
C -10.041 20.370 4.659 -0.214
N -8.898 20.459 3.751 -0.069
C -8.899 19.559 2.617 -0.200
C -7.636 19.760 1.773 -0.240
O -6.608 19.004 2.355 -0.222
C -5.470 18.827 1.525 -0.089
H -7.387 20.723 8.119 0.068
H -8.902 21.496 8.447 0.089
H -7.747 22.274 7.283 0.091
H -9.537 22.222 5.716 0.127
H -10.740 21.121 6.465 0.123
H -10.881 20.860 4.146 0.118
H -10.356 19.333 4.833 0.121
H -8.092 20.390 4.363 0.082
H -9.792 19.772 2.030 0.122
H -8.806 18.522 2.969 0.120
H -7.441 20.838 1.694 0.124
H -7.841 19.488 0.728 0.119
H -5.173 19.762 1.041 0.088
H -5.684 18.074 0.763 0.090
H -4.661 18.544 2.196 0.083
C -4.477 21.746 5.912 -0.069
C -3.476 22.877 5.959 -0.424
C -2.510 22.748 4.774 -0.209
O -1.547 23.773 4.856 -0.221
C -0.706 23.934 3.735 -0.103
N -4.231 24.145 5.906 0.047
H -5.047 21.710 4.981 0.086
H -5.136 21.855 6.771 0.063
H -3.950 20.789 5.944 0.066
H -2.856 22.922 6.856 0.113
H -3.006 22.761 3.792 0.128
H -1.974 21.787 4.833 0.127
H -1.323 23.939 2.833 0.087
H 0.024 23.121 3.651 0.084
H -0.123 24.841 3.866 0.086
H -3.587 24.895 5.660 0.066
H -4.825 24.054 5.082 0.070
C 3.723 24.892 6.972 -0.057
C 2.954 23.635 6.591 -0.431
C 1.467 23.899 6.638 -0.197
O 1.069 24.107 7.998 -0.205
C -0.275 24.538 8.047 -0.098
N 3.275 23.329 5.184 0.028
H 4.793 24.790 6.787 0.076
H 3.550 25.178 8.009 0.082
H 3.406 25.727 6.342 0.084
H 3.274 22.801 7.223 0.130
H 0.804 23.134 6.219 0.123
H 1.277 24.794 6.036 0.122
H -0.969 23.732 7.785 0.074
H -0.517 25.388 7.405 0.097
H -0.554 24.830 9.061 0.101
H 4.274 23.148 5.108 0.071
H 2.892 22.429 4.901 0.071
C -8.255 18.383 12.695 -0.049
C -6.900 18.998 12.316 -0.395
C -5.720 18.080 12.584 -0.182
O -5.939 16.778 12.065 -0.219
C -5.485 15.752 12.908 -0.109
N -6.933 19.507 10.931 0.060
H -9.117 19.017 12.494 0.075
H -8.279 18.095 13.752 0.082
H -8.411 17.428 12.187 0.068
H -6.766 19.829 13.017 0.125
H -5.630 18.077 13.677 0.132
H -4.769 18.480 12.224 0.109
H -5.921 15.879 13.909 0.089
H -4.398 15.768 13.046 0.091
H -5.756 14.730 12.641 0.088
H -7.055 18.698 10.307 0.042
H -7.802 20.033 10.896 0.071
C -5.586 15.660 8.451 -0.053
C -6.238 17.042 8.492 -0.412
C -6.649 17.581 7.140 -0.210
O -5.548 17.967 6.345 -0.165
C -6.001 18.717 5.232 -0.109
N -7.429 16.988 9.362 0.033
H -5.337 15.301 9.452 0.070
H -4.641 15.593 7.900 0.067
H -6.235 14.946 7.936 0.084
H -5.571 17.763 8.980 0.118
H -7.300 18.436 7.360 0.112
H -7.249 16.842 6.591 0.135
H -6.435 19.688 5.493 0.067
H -6.702 18.123 4.648 0.087
H -5.114 18.977 4.655 0.080
H -7.133 16.365 10.110 0.059
H -8.179 16.467 8.908 0.092
C -8.857 24.230 15.666 -0.064
C -9.751 23.897 14.474 -0.431
C -9.055 23.039 13.435 -0.235
O -7.997 23.738 12.836 -0.166
C -7.132 22.886 12.149 -0.121
N -11.054 23.355 14.915 0.030
H -8.425 23.382 16.200 0.080
H -9.444 24.763 16.419 0.071
H -8.090 24.940 15.349 0.078
H -9.989 24.803 13.905 0.140
H -9.753 22.727 12.646 0.126
H -8.702 22.110 13.914 0.124
H -6.640 22.154 12.797 0.081
H -6.334 23.394 11.609 0.092
H -7.639 22.318 11.356 0.073
H -11.632 24.140 15.191 0.065
H -10.892 22.858 15.786 0.063
C 1.002 16.947 12.155 -0.055
C 0.611 15.894 11.141 -0.428
C -0.563 16.323 10.269 -0.209
O -1.676 16.656 11.087 -0.176
C -2.727 17.186 10.315 -0.098
N 1.710 15.458 10.269 0.033
H 0.217 17.440 12.732 0.070
H 1.576 17.765 11.711 0.061
H 1.682 16.574 12.929 0.078
H 0.252 14.975 11.612 0.139
H -0.931 15.504 9.638 0.126
H -0.244 17.155 9.624 0.111
H -2.893 16.684 9.351 0.079
H -2.640 18.268 10.194 0.069
H -3.674 16.929 10.802 0.074
H 2.504 15.166 10.835 0.071
H 2.109 16.284 9.817 0.065
```